Formula: C42H39CsN2S2Sb2
Source: OMol25
Level of theory: ωB97M-V/def2-TZVPD

Results
Charge ... 0
Total energy ... -82459.9650 eV
Gap between HOMO and LUMO ... 5.71 eV
HOMO ... -5.9 eV

CARTESIAN COORDINATES (ANGSTROEM)
Cs  0.2382  0.1699  -0.4089
C  -2.6696  4.1003  -0.5740
C  -1.1669  4.0369  -0.8536
C  -0.3786  3.5398  0.3523
Sb  1.7648  3.5792  0.0536
C  2.1814  3.4248  2.1390
C  1.2843  2.7971  2.9997
C  1.5718  2.6668  4.3519
C  2.7623  3.1634  4.8586
C  3.6643  3.7884  4.0094
C  3.3766  3.9136  2.6588
C  1.8197  5.7078  -0.0437
C  1.3559  6.4974  1.0072
C  1.3479  7.8798  0.9006
C  1.8059  8.4911  -0.2595
C  2.2709  7.7169  -1.3103
C  2.2772  6.3313  -1.2000
Sb  -3.4318  2.1448  -0.0979
C  -5.4801  2.7093  0.0766
C  -6.1269  3.2697  -1.0226
C  -7.4672  3.6205  -0.9563
C  -8.1842  3.4012  0.2115
C  -7.5543  2.8316  1.3072
C  -6.2103  2.4888  1.2401
C  -2.9553  2.1758  1.9888
C  -2.3791  1.0437  2.5601
C  -1.9443  1.0521  3.8809
C  -2.0846  2.1984  4.6471
C  -2.6630  3.3325  4.0918
C  -3.0917  3.3199  2.7728
H  -3.2260  4.4477  -1.4476
H  -2.8841  4.7881  0.2457
H  -0.7988  5.0265  -1.1445
H  -0.9830  3.3855  -1.7180
H  -0.6736  2.5202  0.6178
H  -0.5904  4.1494  1.2354
H  0.3374  2.4101  2.6377
H  0.8618  2.1760  5.0054
H  2.9901  3.0607  5.9116
H  4.5978  4.1741  4.3984
H  4.0968  4.4006  2.0105
H  1.0066  6.0326  1.9230
H  0.9877  8.4821  1.7247
H  1.8021  9.5702  -0.3411
H  2.6326  8.1878  -2.2151
H  2.6489  5.7376  -2.0282
H  -5.5895  3.4419  -1.9496
H  -7.9525  4.0628  -1.8167
H  -9.2307  3.6712  0.2653
H  -8.1086  2.6538  2.2199
H  -5.7316  2.0484  2.1066
H  -2.2891  0.1311  1.9801
H  -1.4964  0.1628  4.3065
H  -1.7461  2.2108  5.6751
H  -2.7724  4.2305  4.6862
H  -3.5353  4.2178  2.3566
C  -0.9394  -3.4999  -0.1493
C  0.5246  -3.8443  -0.1509
C  0.9275  -5.1990  -0.1854
C  2.2577  -5.4790  -0.1807
C  3.2016  -4.4306  -0.1304
C  4.5903  -4.7012  -0.1171
C  5.4621  -3.6545  -0.0548
C  4.9910  -2.3322  -0.0020
C  3.6498  -2.0014  -0.0155
S  3.1768  -0.3196  0.0557
C  2.7183  -3.1008  -0.0888
N  1.3720  -2.8452  -0.1122
H  -1.5701  -4.3884  -0.1872
H  -1.2022  -2.8753  -1.0057
H  -1.2095  -2.9408  0.7481
H  0.1804  -5.9812  -0.2166
H  2.6120  -6.5033  -0.2107
H  4.9307  -5.7280  -0.1545
H  6.5301  -3.8333  -0.0424
H  5.7022  -1.5180  0.0540
S  -3.8502  -1.4904  -0.0105
C  -4.6941  -2.9148  0.2012
N  -5.0606  -3.6644  -0.8813
C  -5.7501  -4.8332  -0.8382
C  -6.1339  -5.3570  0.3506
C  -5.7888  -4.6366  1.5232
C  -5.1012  -3.4672  1.4557
H  -4.7844  -3.2802  -1.7751
H  -5.9574  -5.2903  -1.7941
H  -6.6788  -6.2860  0.3870
H  -6.0795  -5.0237  2.4910
H  -4.8362  -2.9109  2.3423

Forces on the atoms, in the same order (eV/Å):
Cs -0.615 -0.504 -0.183
C 0.015 0.069 -0.014
C -0.007 0.023 -0.027
C 0.040 0.081 0.020
Sb 0.101 0.000 -0.049
C -0.066 -0.049 0.059
C -0.025 0.013 0.026
C 0.025 0.001 -0.007
C -0.001 -0.010 0.022
C 0.011 0.012 0.001
C 0.044 0.007 -0.026
C -0.019 0.091 0.027
C 0.004 -0.001 0.014
C 0.002 0.002 0.007
C -0.007 0.022 -0.005
C 0.000 -0.014 0.003
C 0.025 0.014 -0.044
Sb -0.017 -0.183 -0.043
C -0.032 0.053 -0.008
C -0.002 0.030 -0.038
C -0.029 -0.003 0.016
C -0.008 0.003 -0.017
C 0.002 -0.006 0.010
C 0.008 -0.021 0.031
C 0.058 0.018 0.044
C -0.033 -0.030 0.024
C -0.006 -0.020 0.004
C -0.009 -0.004 0.010
C 0.018 0.002 0.013
C -0.033 0.020 -0.014
H 0.024 0.025 -0.012
H -0.001 0.010 0.002
H -0.018 0.002 0.016
H -0.001 -0.001 0.014
H -0.054 0.232 0.059
H -0.004 0.003 -0.040
H 0.007 0.007 0.003
H 0.001 -0.004 0.002
H 0.004 -0.001 0.012
H 0.009 0.006 0.004
H -0.006 0.001 -0.015
H 0.007 -0.019 0.006
H -0.004 0.009 0.011
H -0.001 0.012 0.000
H 0.004 0.010 -0.011
H -0.004 -0.013 0.009
H 0.025 -0.007 0.008
H -0.007 0.004 -0.014
H -0.013 0.007 0.000
H -0.006 0.001 0.011
H 0.019 -0.002 0.014
H -0.013 -0.030 -0.021
H 0.004 -0.007 0.007
H 0.000 0.003 0.009
H -0.008 0.010 0.007
H -0.017 -0.013 -0.009
C -0.059 0.057 -0.022
C -0.071 -0.026 0.002
C -0.046 0.078 -0.002
C 0.041 -0.017 -0.003
C 0.127 -0.168 -0.004
C -0.101 0.015 0.001
C 0.003 0.051 0.003
C 0.159 0.029 0.010
C -0.152 0.063 -0.011
S 0.629 -0.166 0.078
C -0.196 0.233 0.011
N 0.180 0.015 0.011
H 0.022 -0.028 0.006
H 0.021 -0.008 -0.003
H 0.019 0.000 0.006
H 0.007 -0.015 0.001
H 0.013 0.001 0.001
H 0.007 -0.025 0.001
H 0.018 -0.003 0.001
H 0.002 -0.013 -0.002
S -0.075 0.071 -0.076
C -0.005 -0.076 0.213
N 0.025 0.040 -0.158
C -0.017 -0.023 0.056
C 0.073 0.106 -0.034
C -0.064 -0.100 0.016
C 0.087 0.127 -0.074
H 0.005 -0.008 0.008
H -0.009 -0.019 -0.004
H -0.018 -0.021 0.023
H -0.012 -0.025 0.007
H -0.005 -0.008 0.010


Formula: C2H3IN2
Source: OMol25
Level of theory: ωB97M-V/def2-TZVPD

Results
Charge ... 0
Total energy ... -13200.7201 eV
Energy above the lowest of the compared OMol25 structures with the same formula, charge and spin ... 105.7 kJ/mol
Gap between HOMO and LUMO ... 9.67 eV
HOMO ... -9.7 eV
SMILES ... CC1(I)N=N1

CARTESIAN COORDINATES (ANGSTROEM)
C  0.5586  0.2718  -0.0560
C  -0.7564  -0.4996  -0.0168
N  0.5734  1.5787  0.6109
N  0.5029  1.5027  -0.6180
I  2.3638  -0.8911  0.0014
H  -1.0041  -0.6659  -1.0349
H  -1.4985  0.0204  0.4912
H  -0.7396  -1.3170  0.6222

Forces on the atoms, in the same order (eV/Å):
C -0.718 -2.827 2.627
C 1.990 0.705 -0.451
N 0.103 -0.499 -0.656
N 0.458 3.323 -1.319
I -0.447 0.350 -0.212
H -0.658 -0.718 -0.775
H -1.389 1.935 0.356
H 0.661 -2.268 0.429


Formula: C26H30BF4MoN3O3S3Sb
Source: OMol25
Level of theory: ωB97M-V/def2-TZVPD

Results
Charge ... +1
Total energy ... -90507.4224 eV
Energy above the lowest of the compared OMol25 structures with the same formula, charge and spin ... 31.6 kJ/mol
2S+1 ... 3
Gap between HOMO and LUMO (alpha / beta) ... 6.33 / 7.05 eV
HOMO (alpha / beta) ... -11.6 / -11.6 eV

CARTESIAN COORDINATES (ANGSTROEM)
Mo  0.2458  -0.0823  -0.2204
S  2.4306  -0.2772  -1.0731
C  3.4633  0.8486  -0.3369
N  4.1895  1.6167  0.1232
C  -1.7338  3.8340  -0.9220
S  -1.1774  2.3354  -1.6484
O  -2.1042  1.9106  -2.6371
O  0.2217  2.4923  -2.0400
O  -1.1342  1.3813  -0.4308
H  -1.6165  4.6021  -1.6846
H  -1.1371  4.0573  -0.0410
H  -2.7817  3.7162  -0.6565
F  -1.4386  -0.8192  0.8945
B  -2.4507  -1.1441  -0.2174
F  -2.8290  -2.4220  -0.0510
F  -3.4096  -0.2162  -0.2610
F  -1.4925  -1.0023  -1.3454
S  1.0300  0.8696  1.8294
C  1.7125  2.4198  1.4531
N  1.6130  3.1160  0.3444
C  2.4248  4.3391  0.4001
C  3.1226  4.2257  1.7700
N  2.4654  3.0482  2.3489
H  1.0782  2.8798  -0.4960
H  1.7819  5.2154  0.3269
H  3.1371  4.3488  -0.4218
H  2.9691  5.1011  2.3959
H  4.1884  4.0326  1.6620
H  2.8021  2.5855  3.1762
C  1.2765  -2.1051  -3.4317
C  2.0944  -3.2600  -2.9135
C  2.8775  -3.9657  -3.8288
C  3.6245  -5.0665  -3.4503
C  3.5936  -5.5112  -2.1361
C  2.8289  -4.8272  -1.2091
C  2.1061  -3.6956  -1.5871
Sb  0.8238  -2.8930  -0.1070
C  1.7032  -2.6790  1.8099
C  0.7501  -2.3512  2.7804
C  1.1365  -2.0282  4.0686
C  2.4864  -2.0181  4.3853
C  3.4300  -2.3057  3.4139
C  3.0692  -2.6283  2.1053
C  4.1597  -2.8834  1.1009
C  -0.6741  -4.3816  -0.3019
C  -1.1508  -4.4389  -1.6102
C  -2.1107  -5.3681  -1.9663
C  -2.5851  -6.2510  -1.0098
C  -2.0944  -6.2004  0.2831
C  -1.1370  -5.2653  0.6749
C  -0.6711  -5.2713  2.1033
H  0.8480  -2.3526  -4.4027
H  1.8912  -1.2140  -3.5722
H  0.4411  -1.8398  -2.7801
H  2.8855  -3.6450  -4.8639
H  4.2184  -5.5916  -4.1868
H  4.1512  -6.3892  -1.8389
H  2.7883  -5.1863  -0.1867
H  -0.3047  -2.3431  2.5320
H  0.3922  -1.7827  4.8146
H  2.8077  -1.7729  5.3894
H  4.4831  -2.2722  3.6668
H  5.0495  -2.3111  1.3601
H  3.8642  -2.6054  0.0903
H  4.4452  -3.9368  1.0849
H  -0.7820  -3.7584  -2.3681
H  -2.4817  -5.3999  -2.9818
H  -3.3335  -6.9870  -1.2724
H  -2.4577  -6.9053  1.0211
H  -0.9031  -6.2269  2.5700
H  -1.1781  -4.4970  2.6814
H  0.4025  -5.1088  2.1893

Forces on the atoms, in the same order (eV/Å):
Mo -0.858 -0.011 0.184
S -0.061 0.166 -0.120
C -0.064 0.038 0.071
N 0.058 -0.137 -0.015
C -0.088 0.027 0.022
S 0.250 -0.196 -0.083
O 0.019 -0.028 -0.037
O 0.011 0.122 0.018
O 0.408 -0.165 0.134
H -0.032 0.014 0.023
H 0.027 0.012 -0.019
H 0.007 -0.014 -0.005
F 0.068 0.101 0.052
B -0.069 0.023 0.031
F 0.040 0.052 -0.046
F 0.083 -0.052 0.029
F 0.157 -0.128 -0.129
S 0.123 0.050 -0.057
C -0.040 -0.101 -0.005
N -0.105 0.322 -0.029
C 0.026 -0.018 0.013
C 0.002 -0.018 -0.015
N 0.021 0.038 0.066
H 0.062 -0.221 0.009
H 0.005 0.003 0.019
H -0.007 -0.001 -0.009
H -0.014 0.005 -0.005
H -0.004 0.013 0.004
H -0.014 -0.051 -0.021
C 0.032 0.005 -0.061
C 0.017 -0.055 -0.017
C 0.039 0.002 -0.002
C 0.001 0.019 -0.040
C -0.002 -0.008 0.058
C 0.004 -0.015 -0.028
C -0.088 0.059 0.007
Sb 0.064 0.125 -0.136
C -0.047 -0.013 0.022
C 0.056 -0.079 0.052
C -0.046 -0.015 0.000
C 0.034 0.016 0.026
C 0.006 0.013 -0.003
C -0.008 0.035 -0.029
C -0.003 0.021 0.014
C -0.002 0.055 0.133
C -0.031 -0.019 -0.009
C 0.016 0.024 -0.043
C -0.014 -0.018 0.007
C 0.004 0.009 0.014
C 0.001 -0.008 -0.034
C 0.001 0.024 -0.008
H -0.019 -0.014 0.008
H -0.029 -0.042 -0.040
H -0.017 0.003 0.010
H -0.005 -0.002 0.005
H -0.009 0.002 0.003
H 0.003 0.006 0.004
H 0.008 -0.007 0.002
H -0.032 -0.012 0.008
H -0.004 -0.006 -0.015
H -0.003 -0.003 -0.006
H -0.003 -0.001 -0.007
H -0.002 0.006 0.005
H 0.031 -0.019 0.010
H -0.014 -0.001 -0.014
H 0.007 0.030 -0.009
H 0.003 -0.002 0.007
H 0.004 0.006 0.004
H -0.003 0.004 -0.009
H 0.011 0.001 -0.002
H 0.010 0.012 0.016
H 0.019 0.014 0.017


Formula: C4H11N2S
Source: OMol25
Level of theory: ωB97M-V/def2-TZVPD

Results
Charge ... -1
Total energy ... -18142.3902 eV
Energy above the lowest of the compared OMol25 structures with the same formula, charge and spin ... 68.3 kJ/mol
Gap between HOMO and LUMO ... 6.31 eV
HOMO ... -2.4 eV
SMILES ... C[C@H](C[S-])NCN

CARTESIAN COORDINATES (ANGSTROEM)
C  -1.6213  -0.2996  -0.9802
C  -0.5862  0.1092  0.0418
C  -0.9656  1.3864  0.7944
S  -2.4292  1.2210  1.8124
N  0.7260  0.2949  -0.6638
C  1.8677  -0.2554  0.0335
N  1.7900  -1.7248  0.0609
H  -1.4064  -1.3147  -1.3447
H  -2.6245  -0.3394  -0.5731
H  -1.6231  0.3541  -1.8513
H  -0.4257  -0.6316  0.8254
H  -0.9630  2.2072  0.0633
H  -0.0700  1.6919  1.3667
H  0.8304  1.2846  -0.8445
H  1.9736  0.1291  1.0490
H  2.7435  -0.0136  -0.5691
H  1.9206  -2.0722  1.0055
H  0.8631  -2.0273  -0.2262

Forces on the atoms, in the same order (eV/Å):
C -0.141 -1.016 -0.132
C 0.683 0.883 -0.077
C 0.927 0.282 -0.135
S -0.286 0.185 0.209
N -0.586 -0.535 0.114
C -0.240 -0.232 -0.666
N -0.075 -0.273 0.203
H 0.105 0.142 -0.095
H -0.119 0.245 0.310
H 0.136 0.221 0.032
H -0.284 -0.321 -0.166
H -0.689 0.057 -0.319
H -0.141 -0.391 0.344
H 0.260 0.017 0.005
H 0.152 0.110 0.307
H 0.203 0.386 0.222
H -0.072 0.092 -0.109
H 0.167 0.148 -0.046